{"formula": "C81H205N11O27", "method": "the ωB97M-V functional and the def2-TZVPD basis", "largest_force_ev_per_a": 4.2, "charge": 0, "e_above_lowest_kj_mol": 293.9, "e_lumo_ev": 0.387, "symbols": ["H", "H", "H", "C", "C", "O", "H", "C", "C", "O", "C", "H", "H", "C", "H", "N", "H", "C", "H", "O", "H", "O", "H", "H", "C", "C", "C", "H", "H", "H", "H", "N", "O", "H", "H", "N", "H", "H", "C", "H", "H", "H", "H", "H", "H", "H", "H", "H", "O", "H", "H", "H", "H", "H", "H", "H", "O", "H", "C", "C", "N", "C", "H", "C", "H", "H", "H", "N", "H", "H", "H", "O", "C", "H", "H", "N", "H", "H", "H", "O", "H", "H", "H", "C", "H", "H", "H", "H", "C", "H", "H", "H", "O", "H", "N", "H", "H", "H", "H", "H", "C", "H", "C", "H", "H", "H", "C", "H", "H", "C", "C", "H", "H", "H", "O", "H", "C", "H", "O", "H", "H", "C", "H", "H", "H", "H", "H", "O", "H", "H", "C", "H", "H", "H", "H", "C", "H", "H", "H", "H", "H", "H", "H", "H", "H", "N", "O", "H", "C", "H", "H", "C", "C", "H", "H", "H", "C", "C", "H", "C", "O", "O", "H", "H", "H", "H", "C", "C", "H", "H", "C", "H", "O", "C", "O", "H", "C", "H", "H", "H", "H", "H", "H", "H", "H", "H", "H", "H", "H", "C", "H", "O", "H", "H", "H", "H", "C", "C", "H", "C", "H", "H", "O", "H", "C", "H", "H", "H", "H", "C", "C", "H", "H", "H", "H", "C", "C", "H", "C", "H", "C", "H", "H", "H", "H", "C", "H", "H", "C", "C", "O", "O", "O", "H", "C", "H", "H", "H", "H", "H", "H", "H", "H", "C", "H", "O", "C", "C", "H", "C", "C", "H", "H", "H", "H", "C", "H", "H", "N", "N", "C", "H", "H", "H", "H", "H", "C", "C", "O", "H", "C", "H", "H", "C", "O", "N", "H", "H", "C", "C", "C", "C", "C", "H", "C", "H", "H", "H", "C", "C", "C", "H", "C", "H", "C", "H", "O", "H", "H", "H", "H", "H", "H", "H", "H", "H", "H", "H", "H", "H", "H", "H", "H", "C", "H", "H", "C", "C", "H", "C", "C", "H", "C", "H"], "xyz": [[2.5028, -6.3265, -4.8928], [-4.9079, -4.2940, 5.1506], [6.2587, -0.6361, -6.7369], [1.7757, -1.0637, -6.0268], [6.1816, -1.8591, -2.6699], [5.7033, -2.9718, -1.9317], [3.7837, -0.8841, 1.4618], [-6.5034, 1.5698, -0.8093], [7.3811, -1.9669, -8.2978], [-0.8573, 4.1234, -5.1453], [3.8106, 1.6209, -7.8833], [-6.6032, 0.7043, -0.0754], [2.5422, -0.6063, -5.3740], [4.7608, -2.4910, -0.9385], [-4.2244, 3.0908, 5.4556], [-3.1742, 4.9343, 6.0328], [-0.4687, -6.3710, -1.6525], [-0.1908, 0.1212, -5.2803], [4.0056, -4.8275, 1.9716], [-0.0765, 3.4542, 1.6762], [2.2480, 2.2274, -6.5040], [-8.8471, -1.7157, -3.3548], [-1.7227, 4.8565, 7.5117], [0.0823, 8.1867, 4.5222], [2.5564, -0.2742, 4.8000], [0.1886, 7.1040, 4.5323], [-4.7107, -2.7091, -1.0292], [5.2125, 4.5163, -1.0046], [1.7170, -2.3957, 12.1278], [6.5983, -2.6973, -8.4846], [-8.5478, -0.1704, -1.1773], [2.1686, 0.1218, 3.4333], [-1.5703, 2.6847, 8.4345], [-4.2514, -3.1671, -3.0604], [-1.5925, -4.6201, -9.7375], [-3.7595, -2.5568, 4.8965], [3.9563, -1.9522, -1.3897], [-2.5107, 0.8624, 8.9694], [-4.1161, -2.3390, -2.3948], [-4.3966, -3.5701, 6.6073], [-6.6853, -3.2120, 6.2228], [-2.3440, -1.8329, 2.7389], [-1.8016, 4.0650, -8.0455], [-4.6576, -1.8599, -0.3027], [5.0404, -0.5903, -7.9691], [5.8878, -6.0614, -5.0193], [-5.2529, -4.4713, 1.0879], [-2.4096, 4.8415, 5.3094], [4.9373, -0.7693, 3.1864], [-0.8500, 1.1186, 9.5957], [3.3078, -1.0308, 4.7102], [0.7776, 4.4711, 4.7391], [-1.5930, 4.7598, 2.9869], [6.9451, -2.1717, -3.4020], [0.6727, 2.7230, 6.6229], [0.0596, 1.0814, -1.5300], [0.7439, -0.1570, -6.3150], [2.5951, 5.5611, -6.3918], [-1.2315, -2.4467, 7.8649], [-4.4082, -0.7387, -4.1208], [-1.0400, 5.0395, 3.7828], [6.1326, 1.2866, -7.6716], [-3.2546, -6.0571, 0.8893], [-0.7582, -5.2145, 1.7753], [-0.6779, -3.1024, -9.4648], [-2.9908, -3.8855, -0.7003], [2.2822, -1.2793, -6.9661], [3.2651, -3.2896, 0.7893], [0.2142, 0.6637, -4.4305], [1.8464, -3.9964, 11.2816], [-1.8744, 6.2158, -3.8059], [3.2606, -2.7016, 10.6713], [-2.1583, 1.9553, -7.9306], [-0.9685, -0.4247, -1.8498], [3.4248, 0.5873, -7.8124], [-7.2752, 1.2735, -1.9735], [-3.3902, -3.2314, 8.7279], [-1.9454, 2.6885, 6.4003], [-2.7747, 2.7746, -0.8525], [3.1347, 3.8641, -7.4323], [5.1713, 5.6469, 3.3174], [-0.5079, -6.1364, 1.2561], [-9.5968, -3.0586, -4.7319], [0.1094, 4.1447, 3.8923], [-3.6167, -2.0735, 10.0537], [-3.3236, 4.6056, -5.7108], [0.4259, -5.9195, -3.0832], [-1.8191, -3.4146, 5.3019], [-0.0410, -5.5058, -2.1631], [-2.1418, 0.9848, -5.1915], [2.0776, -2.8093, 3.1156], [-7.7609, -0.2089, -4.1625], [1.5035, 6.7092, 4.2542], [6.1597, 1.6263, -8.7385], [0.9276, -2.7972, 8.9432], [-2.7278, 0.4700, 3.2258], [1.8888, 4.0399, -3.3427], [-8.0398, 1.9438, -2.0939], [-4.0882, -3.2647, 1.4212], [-1.8384, -1.8580, 7.1843], [-1.5063, 1.3067, 8.7240], [-7.9371, -0.7753, 6.4801], [-1.0626, -4.4147, -2.4532], [-8.0905, -2.3426, -5.1848], [4.5090, 0.8992, -1.6574], [4.0294, 1.7697, -8.9293], [3.9122, 2.5702, -2.8627], [-3.2104, 4.2322, 1.6351], [-1.4573, -2.7103, -3.6961], [5.4442, -5.0701, -4.7696], [2.8813, -3.5646, 3.1904], [7.0928, 1.5578, -7.1637], [4.8838, 0.4333, 1.4384], [-5.1354, -0.0128, -4.4777], [3.3949, -6.1819, -5.2210], [0.6491, -5.8641, -9.4156], [-1.7276, 0.3802, 3.6990], [5.5479, -2.3941, 2.0633], [-1.6300, -0.8341, 4.4285], [-6.6711, 0.5320, 6.5100], [-2.0616, -4.8218, -2.5788], [0.2946, -0.6774, 0.7434], [-5.0436, 5.9222, 4.4551], [2.0723, -3.9575, -9.6861], [-2.3429, 1.9538, 0.5938], [-6.3297, -2.3789, 4.7042], [1.2852, 4.9184, 2.2383], [1.1148, -2.0330, -1.1386], [1.1879, -1.2191, 10.2254], [-0.1322, 6.7497, 5.5053], [1.9366, -2.9074, 11.1706], [0.2114, -3.0640, -3.2745], [8.2203, -2.2218, -8.9765], [-1.7237, 6.9882, 3.5104], [6.4112, -2.1542, 3.5909], [-0.5883, -4.1659, -9.7884], [1.2162, -3.2105, 5.1035], [1.8703, -2.9270, 8.6869], [3.6230, 1.6132, 3.0933], [1.6304, -0.6088, 5.3247], [-3.5849, -1.5574, 8.2920], [-4.3536, -1.5829, -4.7987], [-1.3535, -3.5336, 7.6652], [4.7576, 5.6557, 0.9664], [-1.1033, 3.8038, -11.2217], [4.6331, 2.5490, -0.3910], [4.7433, 4.0176, 2.2080], [0.2594, -2.5132, -1.0638], [-0.3392, 3.8572, -10.3881], [-0.7929, -2.4619, 3.3690], [-9.5951, -1.4254, -5.3539], [-4.7013, -3.3187, 5.6101], [-7.8097, -0.0341, -1.9925], [3.8406, -4.5401, 11.2339], [2.5343, -4.7794, -8.2104], [3.5308, 4.9796, 3.6085], [0.4177, -4.8926, -8.9030], [-1.4585, 0.6522, -5.9626], [-2.6826, -3.8978, 3.8367], [-2.9220, 1.7631, -0.3135], [-0.6194, 2.9745, -9.3223], [-4.2504, 1.7459, -0.0095], [-2.7135, 3.2732, -9.4421], [-0.3657, 3.2881, -0.2049], [1.5095, 1.3661, 7.5204], [2.2064, 8.6210, 4.9807], [-6.0223, -2.5682, 5.7068], [-1.7549, -1.9934, 3.6591], [2.2874, 7.3523, 6.1192], [-3.3213, 2.2511, 7.4255], [4.2579, -3.6731, -0.2005], [0.0944, -4.5461, 1.6069], [2.4653, -4.5263, 4.1599], [-0.6962, -3.4972, -3.6357], [-3.9407, 4.9516, 3.2503], [-3.4025, 2.9743, -5.2367], [-6.9551, -0.4591, 6.1385], [1.4971, -3.2772, -8.0328], [2.1665, -4.1928, -4.0724], [-0.2271, -4.1742, -10.8404], [-2.0058, -0.1575, -6.4730], [0.7933, -5.0632, -1.6014], [6.0038, -4.5935, -3.9948], [1.3811, -1.9922, -5.5841], [1.5316, 3.1422, 2.8638], [-3.5679, 2.9460, 2.8367], [-3.0846, -2.0751, -2.2321], [-2.5413, 0.9060, -0.9306], [3.8845, -4.3115, -0.9528], [-1.8543, 3.1718, -8.6829], [-4.9237, 0.6446, -1.7034], [-1.7627, -2.0365, 9.1239], [5.4639, -4.4110, -5.6509], [3.7801, 2.2914, 0.0862], [-3.4528, 4.6619, 8.0563], [-1.5977, 1.2987, 4.2701], [4.3945, 4.6353, 0.9496], [6.0677, -0.1574, -7.7490], [5.3656, -1.7551, -0.3833], [-3.1899, -2.1928, 9.0609], [3.4466, 7.4047, 4.7527], [1.2133, 2.7365, 0.3134], [6.9737, -0.6573, -8.6704], [1.8617, -0.2239, -0.6729], [0.2155, -2.0021, 7.9603], [1.4443, 4.2532, -6.2231], [-0.7999, 3.3249, -5.7604], [1.3198, 2.6422, -4.1761], [-0.0645, -2.3917, 10.7430], [0.5047, 3.5406, 0.4025], [-1.9254, 4.0641, -4.1702], [-5.7950, -2.9212, -1.0798], [-2.1631, 1.0531, -8.6024], [-5.7834, 4.3150, 3.9157], [5.1005, -3.3636, 10.7677], [2.0106, -3.8947, 5.3474], [2.3992, 7.5465, 5.0330], [-3.4075, -5.3785, 2.4611], [-2.4838, -3.0573, 4.5132], [0.9264, -1.0969, 1.5221], [3.1351, 0.7735, 5.6709], [-9.2650, 0.3023, -3.5029], [-1.2967, -4.0965, -0.5212], [3.2599, 4.5842, 1.0069], [-0.4270, -3.9220, -4.6368], [-4.8903, 4.8607, 4.2891], [-0.7260, -1.1363, 0.7274], [3.9494, -5.5591, -3.2607], [-2.7356, 4.3967, 7.2752], [2.0943, 4.7286, -6.9753], [-4.8617, -1.2003, -2.8653], [-0.1138, -5.2447, -7.6592], [-1.8989, -4.4965, 1.2469], [1.7092, -4.6669, 6.0296], [-4.2291, -4.1794, 0.8287], [-4.8533, 3.7952, 1.8482], [7.6761, -1.9946, -7.2666], [5.1314, -4.1766, 0.2568], [3.7716, -3.0466, 3.5463], [1.0154, 4.4959, 0.1073], [-5.1906, 4.2625, 6.3163], [-0.2445, 3.1173, 4.1791], [-2.3535, 5.1863, -2.3371], [-9.0908, -2.0959, -4.6929], [3.2584, 0.4022, 6.7052], [2.5214, 2.3271, -2.4264], [1.7322, -4.1546, -8.6434], [5.9336, -1.6305, 2.7171], [-0.2869, 4.8610, -10.0145], [0.9245, -2.3224, 10.2841], [-8.4423, -0.3994, -3.3042], [0.1479, 0.3683, 1.0153], [-0.8315, -5.8274, -7.6387], [-6.9434, -0.2988, 5.0315], [5.0250, 2.8267, -6.9167], [-0.7478, 6.4895, 3.4802], [0.2814, -0.9572, 8.2286], [-0.2779, 6.7028, 2.4584], [4.9671, 1.8249, -7.0227], [-1.1584, 1.7854, -6.8561], [-3.9083, 3.8689, 2.3628], [-3.1567, 2.0268, -7.5310], [-3.3603, -0.3388, -4.0579], [6.1631, 3.7296, 0.2237], [6.7354, -1.1317, 2.1826], [5.7863, 2.0688, -2.0988], [1.5240, 3.0590, -3.2016], [1.1843, 1.7684, 6.5735], [-5.8829, -1.3601, 6.4441], [2.7687, -3.2538, 5.7855], [2.6445, 2.5288, -7.5407], [4.0384, 1.9589, -3.7621], [4.1445, 1.1203, 5.3647], [4.5569, 4.7646, 3.3547], [2.3071, 1.9122, 5.7000], [-3.9917, -3.8954, -0.5506], [1.7742, 2.4046, -8.1657], [5.3869, -1.3690, -3.1607], [0.8895, -0.6929, -0.6857], [3.1729, 0.7523, 2.6217], [3.1853, -3.9611, -4.3827], [-1.7198, 5.2350, -3.2441], [5.1392, 3.8703, -0.0964], [-3.7989, -1.6152, 5.2228], [3.9981, -5.2337, -4.3177], [-4.1457, 4.0434, -4.2402], [-0.9232, -5.4039, 2.8188], [0.4999, 0.9834, 6.1850], [4.2599, -0.1098, 2.0615], [4.1820, -3.4915, 11.3319], [0.8642, 3.9631, 2.5964], [-1.0017, 0.3471, 2.8610], [-3.2603, 4.0102, -4.8434], [6.5584, -1.1044, -2.0096], [0.0051, -0.0068, -1.7366], [-0.2719, 1.6201, -7.2587], [-1.0912, -3.5219, -1.2942], [-6.9504, -0.6809, -1.7941], [2.3145, -4.8923, 1.6003], [3.1158, -3.4817, -5.3762], [-0.6390, -0.8159, -4.8114], [3.9991, 3.6265, -3.1207], [0.8010, -2.0666, 7.0151], [-1.7458, 3.1035, -3.5998], [0.5514, -0.1590, -2.7244], [4.3807, -3.2645, 12.3906], [-0.6495, 5.3103, -2.9424], [3.5076, -3.2204, -3.6239], [0.6683, 3.7028, -10.8508], [-6.8761, 2.4601, -0.2987], [1.5518, 5.1804, -7.8042], [-4.8016, 2.4297, -1.8758], [1.3436, 0.7195, 3.2975], [-4.3480, 4.2273, 5.5941], [0.6942, 3.1564, -2.4954], [-1.1412, 0.6668, 7.9191], [-3.2038, -5.1262, 1.4178], [3.1203, -4.2398, 1.8889], [5.0055, 4.1855, 4.1633], [4.7772, 1.9882, -1.6795], [-2.4627, 2.9299, 7.3203], [2.4042, -2.9073, 0.4288], [-5.0520, 1.6169, -1.1989], [2.6766, 1.2440, 1.7763]], "lowdin_charge": [0.070, 0.127, 0.131, -0.104, -0.114, -0.200, 0.099, -0.216, -0.100, -0.118, -0.218, 0.140, 0.100, -0.217, 0.123, -0.060, 0.078, -0.191, 0.113, -0.190, 0.125, -0.159, 0.142, 0.117, -0.197, -0.251, -0.173, 0.127, 0.134, 0.083, 0.135, -0.010, -0.186, 0.122, 0.078, -0.048, 0.102, 0.095, -0.182, 0.092, 0.111, 0.117, 0.128, 0.126, 0.132, 0.094, 0.130, 0.096, -0.189, 0.099, 0.087, 0.131, 0.063, 0.098, 0.079, 0.071, -0.192, 0.104, -0.211, -0.094, -0.051, -0.240, 0.115, -0.055, 0.085, 0.061, 0.072, -0.032, 0.086, 0.123, 0.105, -0.184, -0.205, 0.053, 0.096, -0.081, 0.084, 0.103, 0.103, -0.194, 0.079, 0.089, 0.083, -0.192, 0.092, 0.067, 0.080, 0.102, -0.033, 0.080, 0.113, 0.120, -0.207, 0.133, -0.041, 0.094, 0.066, 0.126, 0.109, 0.097, -0.133, 0.085, -0.412, 0.106, 0.116, 0.117, -0.152, 0.079, 0.058, -0.039, -0.215, 0.144, 0.089, 0.089, -0.058, 0.140, -0.083, 0.054, -0.189, 0.083, 0.126, -0.038, 0.120, 0.090, 0.070, 0.109, 0.114, -0.100, 0.140, 0.121, -0.233, 0.046, 0.098, 0.116, 0.108, -0.063, 0.056, 0.087, 0.103, 0.108, 0.065, 0.084, 0.132, 0.116, 0.102, -0.054, -0.215, 0.036, -0.112, 0.116, 0.075, -0.222, -0.237, 0.091, 0.085, 0.068, -0.531, -0.182, 0.092, -0.151, -0.205, -0.198, 0.149, 0.072, 0.081, 0.080, -0.219, -0.219, 0.096, 0.119, -0.201, 0.080, -0.178, -0.038, -0.221, 0.067, -0.095, 0.064, 0.051, 0.085, 0.124, 0.087, 0.049, 0.076, 0.115, 0.090, 0.098, 0.088, 0.095, -0.253, 0.105, -0.218, 0.080, 0.091, 0.122, 0.063, -0.172, -0.310, 0.115, -0.083, 0.078, 0.064, -0.172, 0.120, -0.182, 0.062, 0.063, 0.059, 0.120, -0.116, -0.507, 0.128, 0.143, 0.125, 0.086, -0.111, -0.084, 0.113, -0.193, 0.053, -0.234, 0.127, 0.067, 0.123, 0.100, -0.205, 0.094, 0.134, -0.244, -0.087, -0.241, -0.043, -0.242, 0.089, -0.227, 0.082, 0.072, 0.136, 0.110, 0.109, 0.125, 0.108, 0.078, -0.119, 0.127, -0.238, -0.040, -0.133, 0.069, -0.248, -0.269, 0.055, 0.057, 0.094, 0.102, -0.147, 0.087, 0.136, -0.035, -0.043, -0.108, 0.112, 0.080, 0.119, 0.085, 0.116, -0.083, -0.091, -0.193, 0.081, -0.213, 0.107, 0.132, -0.125, -0.195, -0.049, 0.105, 0.059, -0.436, -0.227, -0.051, -0.064, -0.198, 0.106, -0.477, 0.070, 0.083, 0.078, -0.161, -0.142, -0.232, 0.065, -0.052, 0.071, -0.035, 0.074, -0.124, 0.103, 0.100, 0.078, 0.118, 0.106, 0.104, 0.133, 0.083, 0.092, 0.072, 0.083, 0.099, 0.122, 0.080, 0.119, 0.095, -0.233, 0.066, 0.055, -0.177, -0.193, 0.097, -0.211, -0.228, 0.081, -0.193, 0.103]}